{"formula": "C4H9N3", "method": "ωB97M-V/def2-TZVPD", "species": ["C", "C", "C", "N", "C", "N", "N", "H", "H", "H", "H", "H", "H", "H", "H", "H"], "coordinates": [[0.4961, 1.0725, -1.3917], [-0.2534, -0.8543, 1.8360], [0.4266, -0.4637, 0.5574], [1.5054, -1.2244, 0.1992], [-1.6292, 1.0008, -1.0414], [0.0444, 0.5920, -0.0544], [-0.7749, 1.0984, -2.0501], [1.7760, -1.9995, 0.7775], [1.9750, -1.0526, -0.6734], [0.9121, 2.0861, -1.2400], [1.2046, 0.4166, -1.9225], [0.4784, -1.0281, 2.6259], [-0.9361, -0.0715, 2.1511], [-0.8178, -1.7761, 1.6839], [-2.5783, 0.4986, -1.2395], [-1.8289, 1.7052, -0.2179]], "forces_ev_per_a": [[0.176, 0.936, 1.098], [-0.133, -0.211, -0.131], [0.868, 0.702, -0.142], [-0.241, -0.092, 0.025], [-1.904, 1.976, -2.253], [1.420, -0.663, 0.756], [-1.262, -1.817, 1.230], [0.066, 0.000, -0.238], [0.031, -0.141, 0.170], [0.399, -0.419, -0.054], [-0.027, 0.286, -0.050], [0.017, -0.001, -0.013], [0.010, 0.025, -0.057], [-0.009, -0.044, 0.068], [-0.229, -0.221, -0.450], [0.817, -0.314, 0.041]], "nbo_charge": [-0.0830, -0.6624, 0.4660, -0.8241, 0.0331, -0.4960, -0.5322, 0.3964, 0.4004, 0.1770, 0.1454, 0.2207, 0.2419, 0.2257, 0.1474, 0.1438], "e_homo_ev": -7.562, "de_lowest_kj_mol": 328.34, "energy_ev": -8761.1220, "smiles": "C=NC/N=C(/C)N", "charge": 0, "lumo_ev": 0.78}

---

{"formula": "C4H9N3", "method": "ωB97M-V/def2-TZVPD", "species": ["C", "C", "N", "C", "C", "N", "N", "H", "H", "H", "H", "H", "H", "H", "H", "H"], "coordinates": [[0.8615, 0.3952, -0.1928], [0.9785, 1.8353, 0.1532], [-0.0747, -2.0941, 0.0588], [1.1404, -1.7796, 0.4245], [-2.1548, 0.5243, -0.4324], [1.5218, -0.5021, 0.4862], [-1.4864, 0.0361, 0.5099], [0.4630, 0.1332, -1.1760], [-0.3644, -3.0519, 0.2097], [-0.8204, -1.1072, 0.2171], [1.8512, -2.5250, 0.7758], [1.9396, 2.2180, -0.2044], [0.9360, 1.9704, 1.2340], [0.1785, 2.4098, -0.3096], [-1.9197, 0.4007, -1.5103], [-3.0499, 1.1368, -0.2436]], "forces_ev_per_a": [[0.688, -0.396, -0.002], [-0.197, 0.057, 0.115], [0.654, -0.051, 0.170], [-0.663, -0.523, -0.280], [0.081, 0.028, 0.042], [-0.360, 0.770, -0.001], [0.138, -0.722, 0.088], [-0.192, -0.087, 0.131], [0.142, 0.034, 0.001], [-0.350, 1.088, -0.086], [-0.044, 0.008, -0.038], [-0.033, -0.076, -0.018], [0.037, -0.053, -0.054], [0.047, -0.025, -0.020], [-0.021, -0.139, -0.017], [0.072, 0.086, -0.031]], "nbo_charge": [0.2842, -0.6853, -0.7354, 0.3340, -0.0926, -0.5265, -0.6798, 0.1777, 0.3862, 0.4013, 0.1779, 0.2418, 0.2455, 0.2329, 0.0997, 0.1383], "e_homo_ev": -7.486, "de_lowest_kj_mol": 323.54, "energy_ev": -8761.1717, "charge": 0, "lumo_ev": 0.16}